[1]
C6H9NO3S | ωB97M-V/def2-TZVPD

Geometry as XYZ:
```
20
Properties=species:S:1:pos:R:3:forces:R:3:lowdin_charge:R:1
C 0.29830 -0.65745 -0.07085 2.894 4.212 -0.982 -0.081
C 1.19498 -0.98292 -1.12419 -1.565 3.619 3.923 -0.310
C -0.51840 -1.77705 0.11391 -2.169 -0.099 2.193 -0.260
C 2.29193 -0.27402 -1.76622 0.201 1.374 -3.502 -0.047
C -1.74862 -1.80796 0.95478 2.627 -2.750 0.792 -0.001
C -0.40460 3.06664 0.97832 2.171 -1.271 -2.411 -0.223
N 0.94256 -2.24322 -1.47963 1.278 -1.960 -2.198 0.123
O -2.13339 1.20636 1.66426 -1.382 -0.238 1.688 -0.452
O -0.08422 -2.72529 -0.75608 -2.048 -2.585 0.469 -0.010
O 0.13415 0.60844 0.79700 1.380 -3.690 -2.268 -0.326
S -1.23851 1.50077 0.59139 1.187 0.572 -1.626 0.846
H 1.90530 0.66620 -2.32111 0.738 -1.062 1.357 0.113
H 3.17928 -0.08792 -1.19787 0.168 0.487 0.813 0.067
H 2.71418 -0.83029 -2.65331 -0.765 -0.036 0.970 0.095
H -1.67214 -0.88928 1.48940 -0.600 0.300 0.658 0.019
H -2.60655 -1.85668 0.32516 -1.105 -0.304 -0.124 0.080
H -1.63979 -2.72932 1.72888 -0.725 1.931 -1.739 0.149
H 0.68147 2.86749 0.50127 -2.229 0.669 1.572 0.100
H -0.41561 3.28890 2.07056 -0.189 0.235 -1.156 0.074
H -0.88032 3.65660 0.15435 0.133 0.595 1.571 0.045
```
Positions in Å, forces in eV/Å.

For the orbital gap (alpha / beta), the calculation gives 5.9275 / 7.1989 eV. Its HOMO energy (alpha / beta) is -0.1970 / -0.3580 hartree. As for the spin multiplicity: 3.

---

[2]
C20H24FNO3S | ωB97M-V/def2-TZVPD

Geometry as XYZ:
```
50
Properties=species:S:1:pos:R:3:forces:R:3:lowdin_charge:R:1
C 2.91561 -6.35364 1.15345 -0.335 0.169 -0.210 -0.063
C 1.57030 -6.30367 0.43306 0.188 -0.333 0.251 -0.246
O 1.36700 -5.09201 -0.26009 -0.059 0.356 -0.090 -0.035
C 1.04992 -3.96311 0.43361 0.023 0.090 -0.165 -0.195
C 0.76906 -3.88776 1.78677 0.070 -0.222 -0.183 -0.015
C 0.43000 -2.67763 2.37461 0.004 0.280 -0.097 -0.045
C 0.37353 -1.51776 1.62599 -0.086 -0.146 0.180 -0.200
C 0.02721 -0.20988 2.30253 -0.038 -0.045 0.204 -0.127
N -0.54293 0.78361 1.42340 0.619 -0.154 0.094 0.052
C -1.87688 0.91216 1.26485 -0.208 0.646 -0.341 -0.511
O -2.69435 0.32590 1.94084 -0.245 -0.279 0.166 0.070
C -2.27521 1.90303 0.17348 -0.204 -0.116 0.135 -0.146
C -1.92702 1.39063 -1.22157 0.405 0.177 -0.053 -0.412
S -0.16073 1.55452 -1.66168 -0.035 0.061 -0.379 0.899
C -0.15056 3.20534 -2.46033 -0.116 -0.568 0.133 -0.390
C -0.52284 4.28528 -1.50177 -0.264 0.267 -0.106 -0.252
C 0.31588 4.63255 -0.44728 -0.153 0.123 -0.060 -0.051
C -0.05088 5.60526 0.46373 0.142 -0.028 0.075 -0.080
C -1.26882 6.25464 0.33832 -0.049 -0.030 -0.041 -0.076
C -2.12127 5.93061 -0.70174 -0.079 -0.069 -0.104 -0.005
C -1.73836 4.95285 -1.60034 0.311 -0.010 0.133 -0.241
F -2.58267 4.63677 -2.60956 0.036 -0.004 0.060 0.060
C 0.65726 -1.58183 0.26461 0.022 -0.087 -0.128 0.033
C 0.98748 -2.78218 -0.33963 0.095 -0.211 -0.079 -0.185
O 1.27270 -2.93530 -1.66280 -0.008 -0.272 0.370 -0.062
C 1.19849 -1.80894 -2.49918 -0.044 0.171 -0.113 -0.092
H 3.71883 -6.19046 0.43949 0.090 -0.008 -0.044 0.079
H 2.97517 -5.58337 1.91836 0.053 0.020 0.089 0.066
H 3.04741 -7.32661 1.61913 0.035 -0.102 0.073 0.076
H 1.54249 -7.06797 -0.34892 -0.066 0.071 0.152 0.124
H 0.74649 -6.49768 1.13189 0.029 0.010 -0.115 0.116
H 0.79704 -4.77082 2.40478 0.031 -0.129 0.003 0.106
H 0.20748 -2.64817 3.43050 -0.056 0.003 0.131 0.114
H 0.92662 0.21349 2.76511 -0.134 -0.028 -0.002 0.130
H -0.71298 -0.39849 3.08459 0.181 0.038 -0.028 0.124
H 0.07016 1.22123 0.75127 -0.163 0.135 0.031 0.067
H -3.35711 2.03560 0.23449 0.072 -0.033 0.111 0.125
H -1.79602 2.86564 0.36249 -0.054 -0.015 -0.026 0.101
H -2.15670 0.32786 -1.30301 -0.067 0.017 -0.072 0.085
H -2.48406 1.93002 -1.98705 -0.072 -0.075 -0.007 0.077
H 0.87335 3.32381 -2.81400 -0.040 0.037 -0.063 0.083
H -0.82974 3.16139 -3.31116 0.143 0.091 0.002 0.082
H 1.26101 4.11909 -0.34742 0.103 -0.060 0.025 0.118
H 0.61466 5.85779 1.27459 0.060 0.030 0.078 0.104
H -1.55646 7.01309 1.04938 -0.036 0.072 0.064 0.106
H -3.07523 6.41778 -0.82564 -0.109 0.045 -0.022 0.119
H 0.61187 -0.68368 -0.33047 0.013 0.056 -0.097 0.054
H 1.44665 -2.16839 -3.49655 -0.016 0.070 0.037 0.096
H 0.19291 -1.37642 -2.51021 0.046 -0.003 0.013 0.074
H 1.91426 -1.03416 -2.20492 -0.035 -0.010 0.012 0.090
```
Positions in Å, forces in eV/Å.

For the orbital gap, the calculation gives 8.3151 eV. Its SMILES is CCOc1ccc(CNC(=O)CCSCc2ccccc2F)cc1OC. Its HOMO energy is -0.2870 hartree.

---

Let's list E in order: -24827.65352 -42314.92594 eV.
Let's list F_max in order: 0.108 0.015 Eh/bohr.
Let's list relative energy (zero: lowest compared OMol25 entry of this formula, charge and spin) in order: 88.4 0.1 kcal/mol.